# 1
A molecular structure, C33H51AsGeO13P3Pb in a non-equilibrium geometry. Source: OMol25; level of theory: ωB97M-V with the def2-TZVPD basis set.

Computed properties:
E_LUMO (alpha / beta) = -4.48 / -6.93 eV
M = 1103.41 g/mol
Kohn-Sham gap (alpha / beta) = 8.30 / 6.56 eV
<S²> = 0.764
HOMO (alpha / beta) = -12.773 / -13.490 eV
Calculated total energy = -212129.854 eV
2S+1 = 2
ΔE to the lowest compared entry with this formula, charge and spin = 0.0 kcal per mole
Net charge = +2

Positions of all 103 atoms, in Å:
Pb (0.705, 0.271, 1.839)
C (3.385, -0.107, -1.455)
C (2.955, 1.303, -1.496)
C (1.664, 1.359, -2.389)
C (4.007, 2.299, -2.095)
O (2.586, 1.754, -0.121)
Ge (1.476, 3.547, 0.855)
O (0.115, 2.376, 0.348)
C (-1.175, 2.991, 0.410)
C (-1.426, 3.635, 1.767)
C (-2.167, 1.788, 0.189)
C (-1.321, 3.964, -0.739)
O (1.856, 2.425, 2.275)
C (2.297, 2.798, 3.617)
C (1.803, 4.202, 3.893)
C (1.716, 1.858, 4.635)
C (3.789, 2.801, 3.655)
H (4.031, -0.279, -2.337)
H (3.365, 1.751, 0.542)
H (2.541, -0.831, -1.421)
H (1.982, 0.797, -3.292)
H (0.861, 0.784, -1.928)
H (1.353, 2.383, -2.634)
H (4.186, 2.030, -3.151)
H (3.728, 3.364, -2.105)
H (4.912, 2.167, -1.516)
H (-1.211, 2.975, 2.588)
H (-0.930, 4.617, 1.945)
H (-2.511, 3.880, 1.795)
H (-2.147, 1.085, 1.043)
H (-3.186, 2.164, 0.236)
H (-1.932, 1.270, -0.746)
H (-0.635, 4.803, -0.693)
H (-1.213, 3.432, -1.676)
H (-2.323, 4.385, -0.739)
H (0.740, 4.239, 4.090)
H (2.367, 4.689, 4.668)
H (1.990, 4.854, 2.999)
H (0.645, 1.884, 4.500)
H (2.089, 0.818, 4.405)
H (2.109, 2.176, 5.613)
H (4.185, 3.464, 2.866)
H (4.032, 3.154, 4.651)
H (4.214, 1.803, 3.463)
O (5.133, -2.096, 1.212)
P (3.778, -1.425, 0.861)
O (4.213, -0.288, -0.174)
O (2.974, -0.847, 1.988)
O (2.975, -2.438, 0.028)
P (1.298, -2.669, 0.136)
O (1.016, -3.325, 1.564)
O (0.941, -3.542, -1.008)
O (0.707, -1.307, 0.173)
H (5.561, -1.950, 2.048)
H (1.158, -4.284, 1.546)
C (-3.635, -6.008, -1.725)
C (-2.301, -6.053, -1.382)
C (-1.453, -5.049, -1.808)
C (-2.052, -3.931, -2.398)
C (-3.414, -3.812, -2.655)
C (-4.197, -4.917, -2.365)
As (-0.973, -2.426, -2.662)
C (-1.721, -0.868, -3.320)
C (-2.868, -0.162, -2.988)
C (-3.128, 1.049, -3.562)
C (-2.204, 1.598, -4.436)
C (-1.073, 0.892, -4.783)
C (-0.814, -0.322, -4.224)
C (0.369, -1.121, -4.506)
C (1.292, -0.842, -5.520)
C (2.419, -1.681, -5.599)
C (2.566, -2.843, -4.829)
C (1.629, -3.162, -3.867)
C (0.502, -2.327, -3.787)
H (-4.293, -6.777, -1.358)
H (-1.945, -6.931, -0.844)
H (-0.399, -5.047, -1.543)
H (-3.879, -2.939, -3.076)
H (-5.210, -4.862, -2.641)
H (-3.569, -0.566, -2.251)
H (-4.024, 1.599, -3.279)
H (-2.420, 2.508, -4.978)
H (-0.407, 1.361, -5.503)
H (1.247, 0.043, -6.120)
H (3.103, -1.418, -6.391)
H (3.497, -3.404, -4.946)
H (1.722, -4.015, -3.207)
C (-4.583, 1.034, 3.522)
O (-3.244, 1.138, 3.990)
P (-1.974, 0.177, 3.889)
O (-2.594, -0.955, 2.857)
C (-1.794, -2.122, 2.761)
O (-1.873, -0.551, 5.304)
C (-2.873, -1.134, 6.124)
H (-5.167, 1.720, 4.142)
H (-4.926, -0.019, 3.542)
H (-4.616, 1.418, 2.515)
H (-2.457, -2.874, 2.283)
H (-1.432, -2.537, 3.684)
H (-0.860, -1.999, 2.166)
H (-3.222, -2.012, 5.648)
H (-3.679, -0.448, 6.352)
H (-2.330, -1.361, 7.042)

Force components x, y, z for each atom (eV/Å):
0.23 0.76 0.28
1.23 -1.21 1.27
-1.49 3.22 -0.50
1.23 -0.59 0.40
-0.41 -0.95 0.12
1.29 -0.05 0.91
0.23 -0.49 -0.56
0.62 0.06 0.44
-0.88 -1.44 -0.23
-1.14 1.15 -0.37
0.39 0.82 0.98
-0.56 0.08 0.03
-0.15 -0.47 0.48
-0.10 0.78 -0.69
0.06 0.96 -1.39
0.98 -1.11 -0.78
0.61 -0.31 -0.65
-0.17 -0.33 0.68
-1.30 -0.43 -1.82
0.67 0.77 -0.19
-0.43 0.55 0.15
-0.12 0.18 0.08
0.14 -0.37 0.08
0.10 -0.04 0.47
-0.29 -0.52 0.35
0.48 0.18 -0.10
0.12 -0.42 0.40
0.03 -0.63 -0.32
0.58 -0.14 0.23
0.37 0.09 -0.30
-0.20 0.03 -0.52
-0.17 0.13 0.14
0.28 0.08 0.02
0.24 -0.07 -0.29
-0.15 0.09 0.05
-0.24 -0.01 0.22
0.01 0.04 0.65
-0.09 -0.44 0.65
-0.46 -0.05 0.68
-0.30 0.78 0.49
-0.66 -0.35 -0.14
-0.03 0.01 0.53
0.72 0.02 -0.01
-0.17 0.22 0.28
-0.30 -0.49 -0.55
0.20 2.49 0.45
-0.91 -0.64 -1.58
0.45 -0.19 -0.20
-1.41 -1.58 -0.10
0.43 -1.27 -1.03
0.55 -0.09 -0.44
0.43 0.21 0.75
-0.34 0.93 -0.25
0.15 0.17 0.72
-0.03 0.07 0.13
-0.85 0.08 0.53
0.38 -0.67 -0.37
-0.32 0.18 0.57
0.50 0.22 -0.10
0.11 -0.81 0.14
1.03 0.45 0.00
0.29 -0.32 1.14
-0.55 0.65 -0.26
-0.49 -1.17 1.06
-0.34 1.03 0.14
-0.57 -0.02 -0.66
0.26 1.31 -0.62
0.14 -0.46 0.10
0.61 -0.82 -1.10
0.93 -1.00 1.61
-1.11 0.26 -0.67
0.94 0.67 -0.13
-0.83 0.31 -0.25
0.80 0.21 -0.17
-0.08 -0.34 -0.19
0.13 0.30 -0.12
-0.30 -0.04 -0.25
0.15 0.26 -0.19
-1.24 -0.25 -0.06
0.21 0.08 -0.27
0.17 -0.16 -0.19
0.00 0.20 0.29
0.04 -0.28 0.10
-0.16 0.24 -0.30
0.48 -0.26 0.10
-0.50 -0.04 0.07
0.05 0.05 -0.16
-0.26 -0.43 0.16
0.75 0.22 0.19
-0.45 0.15 0.07
0.28 0.29 0.68
-0.13 -1.08 -1.43
0.68 0.60 -0.63
0.60 0.47 0.79
-0.08 -0.49 0.02
-0.03 0.75 0.10
-0.09 -0.04 -0.50
0.73 0.34 0.15
-0.24 0.06 0.85
-0.85 0.14 -0.01
-0.58 -0.98 -0.27
-0.15 0.19 -0.14
-0.39 -0.23 0.02



# 2
A molecular structure, C33H51B2F4N7O4SSbSr in a non-equilibrium geometry. Source: OMol25; level of theory: ωB97M-V with the def2-TZVPD basis set.

Computed properties:
E_LUMO = -3.43 eV
M = 948.88 g/mol
Kohn-Sham gap = 7.02 eV
HOMO = -10.452 eV
Calculated total energy = -84099.345 eV
ΔE to the lowest compared entry with this formula, charge and spin = 43.9 kcal per mole
Net charge = +1

Positions of all 104 atoms, in Å:
Sr (0.202, 0.251, -0.373)
C (0.293, -1.242, -4.843)
C (0.209, -1.072, -3.364)
N (0.235, 0.049, -2.756)
O (0.308, 1.221, -3.442)
B (-0.009, 2.385, -2.541)
F (0.268, 3.536, -3.177)
F (0.802, 2.242, -1.317)
O (-1.460, 2.408, -2.111)
N (-1.728, 1.408, -1.244)
C (-2.936, 1.096, -0.973)
C (-4.137, 1.768, -1.552)
C (-3.064, -0.133, -0.090)
N (-1.984, -0.510, 0.477)
O (-1.972, -1.720, 1.153)
B (-1.709, -2.928, 0.239)
F (-1.891, -4.010, 1.077)
F (-2.608, -2.866, -0.823)
O (-0.319, -3.031, -0.303)
N (-0.070, -2.011, -1.202)
C (0.013, -2.282, -2.446)
C (-0.081, -3.646, -3.034)
C (-4.393, -0.798, 0.027)
H (0.405, -0.272, -5.319)
H (-0.606, -1.726, -5.229)
H (1.143, -1.873, -5.107)
H (-3.839, 2.688, -2.048)
H (-4.876, 1.994, -0.783)
H (-4.619, 1.122, -2.289)
H (-0.368, -4.362, -2.270)
H (0.884, -3.933, -3.458)
H (-0.811, -3.666, -3.843)
H (-5.115, -0.107, 0.469)
H (-4.318, -1.706, 0.617)
H (-4.772, -1.066, -0.960)
N (0.537, 6.819, 7.976)
C (0.378, 5.986, 7.203)
C (0.176, 4.938, 6.236)
C (-0.057, 5.264, 4.901)
C (-0.233, 4.257, 3.972)
C (-0.176, 2.925, 4.383)
C (0.045, 2.600, 5.717)
C (0.224, 3.609, 6.646)
C (-0.321, 1.889, 3.371)
C (-0.305, 1.447, 2.151)
H (-0.098, 6.301, 4.599)
H (-0.403, 4.499, 2.931)
H (0.088, 1.564, 6.027)
H (0.401, 3.373, 7.686)
C (3.766, -4.693, 2.642)
C (2.535, -4.174, 1.903)
C (1.275, -4.464, 2.716)
C (2.414, -4.902, 0.562)
Sb (2.566, -2.023, 1.504)
C (3.510, -1.177, 3.311)
C (3.289, 0.340, 3.247)
C (2.760, -1.729, 4.527)
C (5.002, -1.445, 3.497)
C (4.125, -1.770, -0.027)
C (4.512, -0.290, -0.029)
C (5.377, -2.622, 0.156)
C (3.488, -2.090, -1.382)
H (3.719, -5.787, 2.676)
H (3.814, -4.345, 3.673)
H (4.700, -4.425, 2.149)
H (1.206, -5.543, 2.897)
H (0.376, -4.171, 2.171)
H (1.288, -3.972, 3.691)
H (2.290, -5.973, 0.756)
H (3.310, -4.789, -0.049)
H (1.548, -4.564, -0.010)
H (2.281, 0.614, 2.921)
H (3.980, 0.822, 2.556)
H (3.452, 0.785, 4.235)
H (1.674, -1.739, 4.398)
H (2.981, -1.108, 5.403)
H (3.064, -2.747, 4.770)
H (5.608, -0.915, 2.762)
H (5.250, -2.504, 3.442)
H (5.315, -1.089, 4.485)
H (5.103, -0.015, 0.844)
H (3.642, 0.376, -0.066)
H (5.117, -0.070, -0.914)
H (5.862, -2.462, 1.117)
H (6.103, -2.365, -0.624)
H (5.165, -3.687, 0.055)
H (2.662, -1.409, -1.610)
H (3.106, -3.109, -1.444)
H (4.237, -1.963, -2.171)
C (-1.751, -2.523, 4.516)
N (-2.557, -1.325, 4.310)
C (-4.023, -1.303, 4.422)
C (-4.381, 0.158, 4.076)
N (-3.079, 0.705, 3.659)
C (-2.129, -0.190, 3.836)
S (-0.400, 0.090, 3.565)
H (-2.421, -3.378, 4.536)
H (-1.206, -2.461, 5.458)
H (-1.077, -2.651, 3.673)
H (-4.324, -1.583, 5.429)
H (-4.438, -2.018, 3.711)
H (-4.761, 0.710, 4.933)
H (-5.098, 0.224, 3.263)
H (-2.910, 1.621, 3.279)

Force components x, y, z for each atom (eV/Å):
1.60 -0.47 2.68
-0.01 -0.01 -0.03
-0.01 -0.13 0.08
-0.15 -0.03 -0.50
-0.08 0.00 0.04
-0.19 -0.15 -0.07
0.00 0.03 -0.10
-0.05 0.69 -0.76
0.07 -0.01 -0.07
-0.37 0.12 -0.32
0.00 -0.10 0.05
-0.03 0.02 0.00
-0.13 0.33 -0.01
-0.32 -0.19 -0.18
-0.10 -0.07 0.00
0.01 -0.01 0.23
0.05 0.01 0.01
-0.01 -0.04 -0.03
-0.26 0.01 -0.17
-0.27 -0.33 -0.34
0.15 0.18 -0.19
-0.05 -0.03 -0.02
-0.02 -0.04 -0.06
0.01 0.00 0.00
0.00 0.00 0.00
-0.01 -0.01 0.00
0.01 0.00 0.00
0.01 -0.01 0.00
0.00 0.00 0.01
0.00 0.00 0.00
0.00 0.01 -0.01
0.00 -0.01 0.01
-0.02 0.02 0.00
0.00 0.02 0.03
0.01 -0.02 -0.01
0.00 -0.01 0.00
-0.04 -0.02 -0.03
0.04 0.06 0.06
-0.02 -0.02 -0.02
0.02 0.03 0.03
-0.04 -0.03 -0.12
-0.03 0.03 0.04
-0.02 -0.04 -0.02
0.06 -0.12 0.15
-0.03 0.20 0.14
0.02 0.00 0.00
0.00 0.00 -0.01
0.01 0.00 0.00
0.02 0.01 0.00
0.00 -0.03 0.00
0.03 -0.09 -0.06
-0.04 -0.05 0.00
0.03 0.02 -0.01
0.11 0.22 0.00
0.00 0.03 0.03
0.01 0.03 0.00
-0.04 -0.01 0.02
0.02 0.01 0.05
0.01 0.00 0.02
0.03 0.03 -0.01
0.00 -0.04 -0.06
-0.01 0.05 -0.02
-0.01 0.00 0.02
0.00 0.03 0.00
0.00 -0.01 -0.02
0.01 0.01 0.01
-0.04 0.04 -0.01
0.00 0.02 0.01
-0.02 0.00 0.00
0.01 -0.01 0.00
-0.01 0.02 0.01
-0.03 -0.05 0.05
-0.01 0.00 -0.03
0.05 0.01 0.00
-0.01 0.05 -0.03
0.02 -0.02 0.01
-0.01 -0.02 -0.03
-0.01 -0.02 -0.03
-0.02 -0.01 0.02
0.00 0.03 -0.01
0.00 -0.01 0.01
-0.01 -0.02 -0.01
0.01 -0.01 0.00
-0.01 0.02 0.02
0.00 0.00 0.00
0.00 0.00 0.00
0.00 -0.01 0.00
0.00 0.00 0.01
0.00 0.00 0.00
-0.05 -0.02 -0.06
0.00 -0.03 0.04
-0.08 -0.05 -0.03
-0.01 0.02 -0.04
0.02 -0.09 -0.02
0.14 0.20 -0.12
0.06 -0.04 -0.07
0.01 -0.02 0.01
0.00 -0.04 -0.02
0.09 -0.06 -0.07
-0.01 0.00 0.00
0.00 0.01 0.00
0.01 0.00 0.00
-0.04 0.01 -0.04
-0.02 0.01 -0.03



# 3
A molecular structure, C33H51BFeN11O6S. Source: OMol25; level of theory: ωB97M-V with the def2-TZVPD basis set.

Computed properties:
E_LUMO (alpha / beta) = -0.76 / -1.25 eV
M = 796.57 g/mol
Kohn-Sham gap (alpha / beta) = 7.29 / 6.23 eV
<S²> = 8.763
HOMO (alpha / beta) = -8.051 / -7.479 eV
Calculated total energy = -109627.234 eV
2S+1 = 6
ΔE to the lowest compared entry with this formula, charge and spin = 8.9 kcal per mole

Positions of all 104 atoms, in Å:
Fe (0.118, -0.126, -0.633)
C (1.060, -4.215, 1.679)
C (1.803, -3.123, 0.905)
C (3.212, -3.621, 0.564)
C (1.857, -1.845, 1.704)
C (2.546, -1.648, 2.915)
C (2.338, -0.322, 3.224)
N (1.569, 0.220, 2.269)
N (1.254, -0.706, 1.336)
B (0.988, 1.646, 2.298)
N (1.153, 2.380, 0.960)
C (1.485, 3.675, 0.870)
C (1.332, 4.078, -0.436)
C (0.880, 2.937, -1.117)
N (0.785, 1.914, -0.264)
C (0.473, 2.872, -2.566)
C (1.064, 1.676, -3.313)
C (-1.056, 2.874, -2.695)
N (-0.529, 1.704, 2.707)
C (-0.985, 1.976, 3.947)
C (-2.291, 2.408, 3.833)
C (-2.557, 2.377, 2.440)
N (-1.492, 1.940, 1.788)
C (-3.769, 2.934, 1.730)
C (-3.410, 3.406, 0.321)
C (-4.946, 1.963, 1.668)
H (0.910, -5.098, 1.054)
H (1.642, -4.515, 2.554)
H (0.088, -3.873, 2.036)
H (1.282, -2.910, -0.030)
H (3.700, -4.022, 1.456)
H (3.163, -4.418, -0.182)
H (3.834, -2.822, 0.171)
H (3.121, -2.375, 3.467)
H (2.695, 0.271, 4.052)
H (1.596, 2.248, 3.149)
H (1.795, 4.225, 1.744)
H (1.514, 5.056, -0.854)
H (0.853, 3.789, -3.024)
H (0.608, 0.742, -2.973)
H (0.853, 1.757, -4.381)
H (2.144, 1.602, -3.178)
H (-1.487, 1.984, -2.235)
H (-1.489, 3.750, -2.208)
H (-1.345, 2.885, -3.749)
H (-0.341, 1.893, 4.811)
H (-2.934, 2.792, 4.612)
H (-4.085, 3.796, 2.328)
H (-3.089, 2.553, -0.279)
H (-4.275, 3.870, -0.159)
H (-2.591, 4.127, 0.350)
H (-5.137, 1.529, 2.650)
H (-5.850, 2.485, 1.344)
H (-4.758, 1.160, 0.955)
C (4.835, 4.121, 3.106)
C (4.599, 3.116, 2.012)
C (4.317, 3.522, 0.713)
C (4.085, 2.595, -0.290)
C (4.141, 1.247, 0.020)
C (4.466, 0.811, 1.298)
C (4.681, 1.749, 2.288)
S (4.115, 0.079, -1.291)
O (4.411, 0.795, -2.503)
O (4.938, -1.030, -0.887)
N (2.535, -0.489, -1.438)
C (2.491, -1.477, -2.504)
C (1.091, -2.058, -2.757)
O (1.022, -2.883, -3.653)
O (0.147, -1.644, -1.997)
H (4.824, 5.139, 2.719)
H (5.801, 3.951, 3.586)
H (4.068, 4.038, 3.878)
H (4.278, 4.580, 0.479)
H (3.887, 2.908, -1.306)
H (4.575, -0.248, 1.494)
H (4.937, 1.421, 3.289)
H (3.158, -2.315, -2.272)
H (2.868, -1.057, -3.442)
N (-1.234, -1.808, 0.523)
C (-2.617, -1.802, 0.085)
C (-3.574, -1.823, 1.275)
C (-3.467, -3.122, 2.069)
C (-4.247, -3.095, 3.373)
N (-3.639, -2.141, 4.309)
C (-4.185, -1.060, 4.821)
N (-3.551, -0.394, 5.798)
N (-5.392, -0.646, 4.436)
C (-2.905, -0.568, -0.799)
O (-4.077, -0.406, -1.149)
O (-1.906, 0.168, -1.067)
H (-0.791, -2.708, 0.448)
H (-1.115, -1.423, 1.452)
H (-2.808, -2.664, -0.559)
H (-4.593, -1.677, 0.905)
H (-3.324, -0.963, 1.914)
H (-2.420, -3.326, 2.307)
H (-3.836, -3.957, 1.468)
H (-4.258, -4.074, 3.854)
H (-5.283, -2.815, 3.190)
H (-2.710, -2.372, 4.624)
H (-2.571, -0.571, 5.942)
H (-3.836, 0.551, 5.992)
H (-5.770, -0.986, 3.568)
H (-5.697, 0.271, 4.713)

Force components x, y, z for each atom (eV/Å):
-0.49 -0.38 0.41
0.00 -0.01 -0.03
0.07 0.12 0.07
-0.05 0.00 0.01
0.02 0.11 0.02
-0.04 -0.11 -0.04
-0.13 -0.11 0.13
-0.33 -0.01 0.13
0.27 -0.04 -0.17
-0.17 -0.01 0.00
0.17 0.05 0.02
-0.47 0.02 -0.02
-0.26 0.06 -0.09
-0.01 0.10 0.02
-0.06 -0.17 -0.03
-0.11 -0.18 0.03
0.05 0.06 0.12
0.02 0.07 0.00
0.12 -0.08 -0.03
-0.13 -0.01 0.00
-0.13 -0.15 -0.01
0.01 0.10 0.13
0.08 0.09 0.00
0.16 -0.10 -0.12
0.05 -0.01 0.09
-0.07 0.03 -0.02
0.01 0.01 0.03
-0.03 0.00 -0.01
-0.10 0.00 0.01
-0.09 0.06 -0.03
0.01 0.02 -0.02
-0.01 -0.01 0.05
0.06 0.05 -0.08
0.02 0.07 -0.04
-0.07 0.00 -0.07
0.06 -0.01 -0.03
-0.04 -0.08 -0.03
-0.01 -0.05 0.01
0.08 0.02 -0.01
-0.03 -0.02 -0.06
-0.03 0.00 0.01
-0.03 0.03 -0.04
0.00 0.03 -0.01
0.00 0.01 -0.01
0.03 0.02 0.03
0.02 0.06 -0.08
0.04 0.01 0.03
-0.01 0.05 0.00
0.01 0.02 -0.05
0.02 -0.03 0.01
-0.04 -0.03 -0.03
-0.07 -0.07 0.14
0.03 -0.04 0.01
0.08 -0.09 -0.05
0.03 -0.04 -0.03
0.15 -0.02 -0.08
0.23 -0.08 0.08
0.14 -0.07 -0.03
0.15 -0.04 -0.07
0.03 0.04 -0.03
0.00 0.07 -0.03
0.03 0.09 -0.03
-0.06 -0.12 -0.02
-0.16 -0.01 -0.08
0.36 -0.22 -0.27
-0.19 0.15 0.21
-0.16 0.09 0.16
-0.07 -0.05 0.04
0.33 -0.03 -0.12
-0.01 0.00 0.00
-0.03 0.01 0.01
-0.03 0.01 0.01
-0.02 -0.02 0.02
0.01 -0.01 0.04
-0.05 0.04 0.01
-0.01 0.01 -0.01
0.10 0.01 0.06
0.05 0.07 0.01
0.17 0.21 -0.12
-0.05 0.25 -0.04
-0.09 -0.17 0.03
-0.15 0.12 -0.04
0.12 0.07 -0.20
0.03 -0.34 0.09
0.02 0.15 -0.01
0.03 0.07 0.03
-0.12 0.07 -0.05
-0.15 0.05 0.05
0.23 0.10 0.12
0.26 0.27 -0.05
0.10 -0.08 0.03
0.05 -0.09 0.06
0.09 -0.06 0.06
0.02 0.01 0.00
-0.02 0.00 -0.03
0.06 -0.11 -0.05
0.07 -0.01 0.00
-0.01 0.02 0.04
-0.02 -0.03 0.07
0.01 0.00 -0.02
0.02 0.01 0.00
0.06 0.07 -0.06
0.00 0.05 -0.03
-0.03 0.02 0.00